Record 1
{"formula": "C4H8N2O", "method": "ωB97M-V with the def2-TZVPD basis set", "homo_energy_ev": -9.35, "lumo_energy_ev": 0.76, "orbital_gap_ev": 10.11, "smiles": "[H]/N=C(\\NC)C(C)=O", "species": ["H", "N", "C", "N", "C", "C", "C", "O", "H", "H", "H", "H", "H", "H", "H"], "xyz": [[-0.333, 1.243, 1.681], [-0.755, 0.428, 1.234], [-0.080, 0.049, 0.216], [1.028, 0.609, -0.356], [1.798, 1.631, 0.311], [-0.514, -1.233, -0.484], [-1.980, -1.565, -0.515], [0.335, -1.949, -0.977], [1.512, 0.003, -1.005], [2.564, 1.999, -0.375], [2.289, 1.261, 1.221], [1.159, 2.477, 0.589], [-2.583, -0.669, -0.688], [-2.149, -2.306, -1.301], [-2.291, -1.977, 0.451]]}

***

Record 2
{"formula": "C12H15N2S2", "method": "ωB97M-V with the def2-TZVPD basis set", "homo_energy_ev": -10.75, "lumo_energy_ev": -5.01, "charge": 1, "orbital_gap_ev": 5.75, "species": ["C", "C", "N", "C", "C", "C", "C", "C", "C", "N", "H", "H", "H", "H", "H", "H", "H", "H", "C", "C", "S", "C", "S", "C", "H", "H", "H", "H", "H", "H", "H"], "xyz": [[2.162, -2.717, -0.269], [0.693, -2.552, -0.244], [-0.054, -1.453, -0.212], [-1.393, -1.897, -0.242], [-1.397, -3.324, -0.276], [-2.545, -4.094, -0.290], [-3.776, -3.402, -0.288], [-3.810, -1.997, -0.282], [-2.630, -1.230, -0.263], [-0.063, -3.686, -0.276], [2.675, -1.756, -0.278], [2.484, -3.293, 0.611], [2.449, -3.289, -1.163], [-2.472, -5.189, -0.294], [-4.705, -3.972, -0.291], [-4.788, -1.502, -0.289], [-2.650, -0.142, -0.271], [0.310, -4.636, -0.302], [1.192, 4.948, 0.465], [1.763, 4.360, -0.813], [1.289, 2.659, -1.223], [1.122, 1.793, 0.209], [1.289, 2.420, 1.766], [1.756, 4.168, 1.640], [1.577, 5.972, 0.546], [0.097, 4.991, 0.466], [1.439, 4.930, -1.691], [2.860, 4.375, -0.764], [0.851, 0.726, 0.120], [2.854, 4.197, 1.603], [1.422, 4.590, 2.595]]}

***

Record 3
{"formula": "C18H27N7ReS", "method": "ωB97M-V with the def2-TZVPD basis set", "multiplicity": 2, "homo_energy_ev": [-14.26, -13.98], "lumo_energy_ev": [-7.29, -7.58], "charge": 2, "orbital_gap_ev": [6.97, 6.40], "species": ["Re", "C", "C", "N", "N", "C", "N", "S", "C", "C", "C", "C", "C", "N", "H", "H", "H", "H", "H", "H", "H", "H", "H", "C", "C", "C", "C", "C", "H", "H", "H", "H", "H", "C", "N", "C", "C", "N", "N", "C", "C", "H", "H", "H", "H", "H", "H", "H", "H", "H", "H", "H", "H", "H"], "xyz": [[0.676, -0.051, 0.202], [1.726, -1.447, 4.275], [1.323, -0.719, 3.046], [1.292, -1.227, 1.859], [1.600, -2.557, 1.707], [1.026, -3.093, 0.677], [1.191, -4.389, 0.416], [-0.007, -2.167, -0.446], [0.839, 0.666, 3.072], [0.750, 1.434, 4.218], [0.260, 2.726, 4.133], [-0.138, 3.222, 2.897], [-0.044, 2.406, 1.791], [0.431, 1.147, 1.875], [2.038, -2.456, 4.033], [2.554, -0.923, 4.760], [0.900, -1.489, 4.988], [1.727, -4.961, 1.050], [0.752, -4.822, -0.377], [1.065, 1.014, 5.163], [0.190, 3.344, 5.018], [-0.518, 4.228, 2.791], [-0.341, 2.743, 0.806], [2.769, 0.347, 0.271], [2.326, 1.540, -0.384], [2.414, 1.333, -1.802], [2.660, 0.009, -2.033], [2.807, -0.637, -0.772], [3.347, 0.333, 1.182], [2.252, 2.503, 0.101], [2.236, 2.091, -2.554], [2.691, -0.486, -2.992], [3.011, -1.688, -0.619], [-3.459, -1.176, -1.491], [-2.511, -0.106, -1.160], [-2.490, 0.329, 0.225], [-1.541, 0.286, -2.006], [-0.351, 0.683, -1.528], [-1.779, 0.279, -3.327], [-3.097, 0.575, -3.896], [-0.673, 0.277, -4.280], [-3.444, -1.913, -0.687], [-3.159, -1.673, -2.408], [-4.474, -0.796, -1.599], [-3.475, 0.166, 0.660], [-2.269, 1.393, 0.292], [-1.789, -0.251, 0.848], [0.178, 1.166, -2.235], [-3.780, 0.905, -3.120], [-3.516, -0.291, -4.408], [-2.987, 1.384, -4.618], [0.180, -0.259, -3.870], [-0.377, 1.292, -4.563], [-0.991, -0.243, -5.181]]}

***

Record 4
{"formula": "C4H13NO2S", "method": "ωB97M-V with the def2-TZVPD basis set", "homo_energy_ev": -8.91, "lumo_energy_ev": 0.72, "orbital_gap_ev": 9.63, "smiles": "OCNCCCS.O", "species": ["O", "C", "N", "C", "C", "C", "S", "H", "H", "H", "H", "H", "H", "H", "H", "H", "H", "H", "O", "H", "H"], "xyz": [[1.441, -0.410, 2.738], [0.990, -1.251, 1.664], [0.212, -0.434, 0.638], [-0.149, -1.067, -0.656], [-0.600, 0.046, -1.657], [-2.024, 0.357, -1.669], [-2.482, 1.887, -0.656], [2.251, 0.096, 2.437], [0.228, -2.070, 2.101], [1.879, -1.675, 1.205], [-0.568, 0.023, 1.202], [-0.928, -1.816, -0.491], [0.794, -1.405, -1.057], [0.092, 0.982, -1.542], [-0.349, -0.456, -2.626], [-2.404, 0.409, -2.719], [-2.612, -0.387, -1.069], [-1.750, 1.423, 0.417], [2.218, 1.925, 0.936], [2.366, 1.448, 0.058], [1.396, 2.374, 0.746]]}

***

Record 5
{"formula": "C7H12", "method": "ωB97M-V with the def2-TZVPD basis set", "homo_energy_ev": -8.90, "lumo_energy_ev": 1.21, "orbital_gap_ev": 10.11, "smiles": "C/C=C/[C@@H]1C[C@@H]1C", "species": ["C", "C", "C", "C", "C", "C", "C", "H", "H", "H", "H", "H", "H", "H", "H", "H", "H", "H", "H"], "xyz": [[-0.831, 2.703, 0.860], [-0.384, 1.276, 0.925], [-1.027, 0.206, 0.459], [-0.435, -1.163, 0.483], [1.048, -1.290, 0.645], [0.420, -1.728, -0.646], [0.694, -0.991, -1.937], [-1.835, 2.813, 0.443], [-0.135, 3.272, 0.229], [-0.807, 3.177, 1.848], [0.599, 1.132, 1.373], [-2.034, 0.316, 0.049], [-1.054, -1.916, 0.977], [1.448, -2.016, 1.344], [1.618, -0.363, 0.609], [0.325, -2.806, -0.768], [0.696, 0.094, -1.785], [1.670, -1.277, -2.350], [-0.067, -1.230, -2.690]]}

***

Record 6
{"formula": "C28H29BCdN6Si", "method": "ωB97M-V with the def2-TZVPD basis set", "homo_energy_ev": -13.14, "lumo_energy_ev": -9.94, "charge": 2, "orbital_gap_ev": 3.20, "species": ["C", "N", "N", "C", "C", "B", "N", "N", "C", "C", "C", "Cd", "N", "N", "C", "C", "C", "H", "H", "H", "H", "H", "H", "H", "H", "H", "H", "H", "C", "H", "H", "H", "C", "C", "C", "C", "C", "C", "Si", "C", "C", "C", "C", "C", "C", "C", "C", "C", "C", "C", "C", "H", "H", "H", "H", "H", "H", "H", "H", "H", "H", "H", "H", "H", "H", "H"], "xyz": [[-2.764, -0.867, 0.312], [-1.998, -1.060, -0.792], [-2.403, -2.239, -1.365], [-3.464, -2.729, -0.698], [-3.756, -1.852, 0.352], [-1.636, -2.948, -2.505], [-1.431, -1.901, -3.624], [-0.950, -0.636, -3.403], [-0.869, -0.030, -4.606], [-1.453, -0.855, -5.575], [-1.733, -2.057, -4.931], [-0.757, 0.656, -1.418], [-0.282, -3.467, -1.932], [0.631, -2.595, -1.392], [1.583, -3.326, -0.808], [1.326, -4.696, -1.028], [0.133, -4.736, -1.745], [2.396, -2.878, -0.248], [-0.465, -5.549, -2.121], [1.915, -5.527, -0.701], [-2.247, -3.888, -2.919], [-2.115, -3.014, -5.274], [-3.904, -3.662, -1.019], [-1.657, -0.602, -6.599], [-4.568, -1.913, 1.050], [-0.372, 0.924, -4.728], [-2.536, -0.074, 1.022], [1.124, 0.941, -2.300], [0.738, 2.006, -2.375], [0.911, 2.311, -3.418], [-0.370, 2.245, -2.202], [1.344, 2.655, -1.741], [2.240, -2.397, 3.643], [1.032, -2.530, 2.938], [0.554, -1.466, 2.164], [1.278, -0.256, 2.090], [2.476, -0.130, 2.817], [2.954, -1.200, 3.577], [0.609, 1.118, 1.059], [-0.889, 1.910, 1.817], [-1.829, 2.542, 0.968], [-3.047, 2.982, 1.480], [-3.293, 2.921, 2.858], [-2.322, 2.393, 3.722], [-1.122, 1.880, 3.207], [1.914, 2.419, 0.884], [1.659, 3.754, 1.243], [2.662, 4.717, 1.100], [3.919, 4.357, 0.605], [4.184, 3.026, 0.264], [3.187, 2.056, 0.402], [2.609, -3.237, 4.236], [0.454, -3.460, 2.987], [-0.385, -1.572, 1.608], [3.031, 0.803, 2.784], [3.890, -1.097, 4.120], [-1.629, 2.691, -0.105], [-3.792, 3.381, 0.789], [-4.238, 3.293, 3.256], [-2.496, 2.369, 4.801], [-0.368, 1.457, 3.881], [0.679, 4.032, 1.637], [2.453, 5.750, 1.375], [4.694, 5.114, 0.481], [5.166, 2.731, -0.109], [3.392, 1.011, 0.145]]}

***

Calculated energy relative to the best compared isomer or geometry (same formula, charge and spin) (eV), listed in the same order as above: 1.130; 0.000; 1.754; 1.696; 1.121; 1.901
Calculated max |F| (eV/A), listed in the same order as above: 0.53; 1.69; 1.45; 3.29; 0.38; 5.15